Entry 1:
Computed, not measured: C23H33DyNO2P2Si as an isolated structure, with ωB97M-V/def2-TZVPD.

The geometry in XYZ format:
```
63
Properties=species:S:1:pos:R:3:forces:R:3
C 3.8217 -1.1823 1.6866 -0.05 -0.13 0.07
C 2.8923 -0.8964 0.6867 -0.50 -0.27 0.05
C 1.7427 -1.7204 0.6019 0.16 0.28 0.02
C 1.6119 -2.8585 1.3898 0.34 0.11 0.42
C 2.5472 -3.1234 2.3888 0.16 0.04 -0.26
C 3.6458 -2.2751 2.5433 -0.01 -0.03 0.00
C 0.3402 -3.6752 1.2316 1.39 0.16 -2.30
C -0.2107 -3.6024 -0.1827 -0.36 -0.22 -0.09
C 0.0052 -2.4278 -0.8948 -0.28 0.53 -0.23
C -0.5325 -2.2619 -2.2083 0.16 0.32 0.84
C -1.3978 -3.2453 -2.6803 -0.13 -0.29 0.03
C -1.6777 -4.3873 -1.9224 -0.03 -0.02 -0.11
C -1.0744 -4.5755 -0.6795 0.32 0.08 -0.17
H 4.6969 -0.5365 1.7969 -0.22 -0.26 -0.02
H 2.3972 -3.9923 3.0338 0.20 0.26 -0.13
H 4.3769 -2.4704 3.3277 -0.20 0.06 -0.22
H 0.5524 -4.7208 1.4806 -0.19 0.20 0.14
H -1.8637 -3.1165 -3.6611 0.19 -0.13 0.26
H -2.3630 -5.1399 -2.3113 0.17 0.21 0.09
H -1.2672 -5.4641 -0.0742 -0.03 0.18 -0.30
N 0.6653 -1.3612 -0.2308 1.81 -1.12 -1.30
Dy -0.6377 0.2235 0.0953 -1.83 0.75 2.32
C 3.0754 0.2559 -0.2796 -0.16 0.02 -0.11
H 3.0023 -0.0907 -1.3241 0.13 -0.01 0.30
H 4.0525 0.7355 -0.1271 -0.16 -0.20 -0.09
C -0.1924 -1.0368 -3.0453 -0.08 0.19 0.14
H 0.8731 -0.7753 -2.9360 -0.29 -0.15 -0.04
H -0.4077 -1.2250 -4.1070 0.15 -0.05 0.22
P 1.7917 1.5833 -0.0958 1.37 -0.06 0.23
P -1.1707 0.5032 -2.6030 0.23 -0.78 -1.56
C -2.7769 0.1084 -3.3638 -0.41 0.25 0.14
H -3.5011 0.8655 -3.0338 0.04 -0.24 -0.22
H -2.7066 0.1270 -4.4606 0.02 -0.04 0.31
H -3.1324 -0.8755 -3.0343 0.10 0.21 -0.03
C -0.4715 1.7114 -3.7725 0.01 0.37 0.09
H -0.5614 1.3479 -4.8061 0.04 0.07 0.31
H -1.0277 2.6525 -3.6689 0.18 -0.16 -0.13
H 0.5831 1.9062 -3.5375 -0.27 -0.05 -0.08
C 2.2611 2.2368 1.5472 -0.37 0.34 0.33
H 2.8706 3.1418 1.4245 -0.13 -0.24 0.10
H 1.3482 2.4763 2.1082 0.33 0.01 -0.04
H 2.8277 1.4889 2.1156 -0.17 0.12 -0.17
C 2.4341 2.8600 -1.2256 -0.19 0.23 -0.25
H 1.7202 3.6951 -1.2538 0.27 -0.13 -0.05
H 3.4084 3.2253 -0.8693 -0.29 -0.14 -0.17
H 2.5391 2.4519 -2.2407 0.00 0.15 0.26
C -0.6597 -3.1116 2.1397 -0.26 0.11 0.28
O -1.2037 -2.0232 2.0563 0.24 -1.12 0.31
H -0.7251 -3.9535 2.8424 -1.56 0.99 1.56
C -3.7964 2.1448 1.7732 0.08 -0.03 -0.01
Si -1.9996 2.6330 2.0899 -0.30 0.44 0.48
C -1.5485 4.0120 0.8730 -0.06 0.02 0.05
C -1.8397 3.2386 3.8620 0.06 -0.01 -0.05
O -1.0113 1.3568 1.8295 0.25 -0.67 -0.99
H -4.4699 2.7831 2.3637 0.10 -0.19 -0.22
H -3.9791 1.1011 2.0627 -0.01 0.20 0.03
H -4.0690 2.2573 0.7155 -0.02 -0.02 0.14
H -1.8916 4.9841 1.2585 0.10 -0.21 -0.18
H -0.4637 4.0786 0.7067 -0.17 0.03 0.11
H -2.0305 3.8555 -0.1029 0.08 0.05 0.13
H -1.6557 2.3933 4.5397 -0.08 0.19 -0.15
H -1.0067 3.9460 3.9737 -0.15 -0.15 0.01
H -2.7599 3.7446 4.1887 0.26 -0.09 -0.07
```
Positions in Å, forces in eV/Å.

## Properties
* F_max: 3.04 eV/Å
* net charge: +1
* E_HOMO (alpha / beta): -10.5 / -10.5 eV
* spin multiplicity: 6
* ⟨S²⟩: 9.35
* energy above the lowest of the compared OMol25 structures with the same formula, charge and spin: 0.0 kcal/mol
* HOMO-LUMO gap (alpha / beta): 7.24 / 7.50 eV

Entry 2:
Computed, not measured: C23H33MgN4O5PS2 as an isolated structure, with ωB97M-V/def2-TZVPD.

The geometry in XYZ format:
```
69
Properties=species:S:1:pos:R:3:forces:R:3
Mg 1.1202 -0.8898 0.3781 -0.45 -0.63 -0.01
C 1.2434 4.2963 2.4664 0.64 0.77 -1.75
C 2.7111 3.7460 2.5413 -1.07 -0.17 -0.46
N 3.1300 2.8279 1.4875 -0.58 -0.62 -0.45
C 2.5102 1.5987 1.3299 0.50 2.81 0.50
S 2.6553 0.8048 -0.1667 0.72 0.18 -0.56
N 1.8052 1.3236 2.3918 -1.04 -2.27 0.38
N 1.2527 0.0646 2.2679 -0.04 0.86 0.71
C 0.7334 -0.4327 3.3314 0.56 0.28 -0.12
C 0.7772 0.2192 4.6748 -0.99 -0.08 -1.77
C 0.3566 -1.8328 3.2131 0.26 -1.24 -0.90
C 0.1752 -2.6795 4.2840 -1.28 -1.34 -0.97
C -0.2028 -4.0027 4.0858 0.39 -1.01 -0.18
C -0.1930 -4.5403 2.7984 0.94 0.12 0.48
C 0.2297 -3.6908 1.7969 -0.74 1.29 -0.63
N 0.3885 -2.3689 1.9710 0.38 -0.20 -0.04
H 0.9228 4.7177 3.4054 0.05 0.03 0.46
H 0.4964 3.5739 2.1304 0.37 -0.34 0.30
H 1.1565 5.1108 1.7124 0.23 -0.30 0.44
H 2.6982 3.1287 3.3968 0.37 -0.39 1.31
H 3.4633 4.5231 2.6551 -0.14 0.11 -0.10
H 3.5564 3.1627 0.6571 0.28 0.48 -0.53
H 1.7883 0.2965 4.9331 1.56 -0.01 0.86
H 0.1790 -0.3665 5.3215 -0.33 -0.22 1.08
H 0.4146 1.2225 4.5892 -0.36 0.61 0.07
H 0.1901 -2.4170 5.2763 0.26 1.20 2.01
H -0.3748 -4.6746 4.9503 0.00 0.66 -0.59
H -0.2553 -5.5981 2.5875 -0.40 0.00 0.13
H 0.3423 -3.9843 0.7581 0.05 -0.33 0.10
C -3.7684 2.6560 0.6611 1.26 1.09 0.48
C -3.2790 1.4238 1.3735 -1.25 -0.29 0.40
O -3.3116 0.3041 0.4504 1.10 -0.10 0.80
P -2.0730 -0.8138 0.5959 -0.87 1.49 -0.07
O -0.8279 0.1554 0.0140 -0.59 -1.40 0.01
C -0.9595 0.6866 -1.3532 -0.22 1.47 0.64
C -0.6587 2.2174 -1.2566 0.47 -1.23 -0.47
O -2.4640 -1.5874 -0.7348 0.37 0.81 -1.06
C -3.1166 -2.8298 -0.8804 1.00 -0.36 0.32
C -2.6078 -3.5571 -2.1211 1.31 0.73 0.15
H -3.7697 3.4939 1.3987 0.16 -0.42 -0.55
H -4.7955 2.5158 0.3979 -0.52 -0.12 -0.61
H -3.1245 2.9252 -0.1947 -0.59 -0.06 0.36
H -4.0830 1.2670 2.1101 0.49 -0.47 0.20
H -2.3362 1.5543 1.9351 -0.12 -0.18 -0.62
H -1.9532 0.4738 -1.7735 0.35 0.06 0.38
H -0.2241 0.1390 -1.9194 0.26 0.11 -0.41
H -1.4964 2.8941 -1.3440 -0.28 -0.15 -0.45
H 0.1202 2.4168 -1.9815 -0.08 0.45 -0.40
H -0.1970 2.4507 -0.3159 0.25 -0.16 0.65
H -4.1833 -2.6889 -0.9665 -0.40 0.19 0.16
H -2.8663 -3.3350 0.0559 -0.40 -0.78 -0.19
H -2.8857 -2.9890 -3.0466 0.21 -0.61 0.79
H -3.1019 -4.5124 -2.0731 -0.11 -0.55 -0.50
H -1.4701 -3.7109 -2.0969 -1.65 0.29 0.02
O 1.0994 0.9657 -7.3126 -0.97 -1.95 0.10
C 1.9021 1.1940 -6.2397 1.34 0.72 -1.23
O 2.7105 2.1014 -6.3361 -1.12 -0.89 0.63
C 1.8207 0.2431 -5.1178 -0.14 -0.90 1.35
C 0.7734 -0.6971 -4.8818 0.96 0.86 -0.24
C 0.8152 -1.4813 -3.7517 -1.56 -0.98 -0.10
C 1.8252 -1.4825 -2.7779 -1.02 0.38 -0.52
S 1.5316 -2.5594 -1.3894 0.42 0.38 0.11
C 2.8488 -0.5784 -3.0279 0.42 -0.28 -1.06
C 2.8607 0.2474 -4.1787 -1.39 -0.98 0.84
H 0.7109 0.0306 -7.2827 0.74 1.98 0.13
H -0.0732 -0.8025 -5.5556 0.05 0.10 0.09
H -0.0451 -2.1614 -3.5799 0.66 0.44 -0.15
H 3.7330 -0.6417 -2.4344 0.39 0.39 0.55
H 3.6491 0.9335 -4.2926 0.93 0.69 -0.27
```
Positions in Å, forces in eV/Å.

## Properties
* F_max: 2.90 eV/Å
* E_HOMO: -7.8 eV
* energy above the lowest of the compared OMol25 structures with the same formula, charge and spin: 0.0 kcal/mol
* HOMO-LUMO gap: 7.11 eV

Entry 3:
Computed, not measured: one molecule with the formula C23H33N3O3, with ωB97M-V/def2-TZVPD.

The geometry in XYZ format:
```
62
Properties=species:S:1:pos:R:3:forces:R:3
O 3.1824 1.1171 1.5599 0.52 0.06 0.13
C 2.1197 1.0402 0.9864 -0.29 -0.25 -0.52
N 0.9196 1.2001 1.5600 -0.33 -0.01 0.19
H 0.0888 1.1262 0.9915 0.12 -0.08 -0.07
C 0.7259 1.4997 2.9679 0.11 0.07 0.10
C -0.0661 2.8062 3.1047 0.01 -0.08 -0.09
C -1.5873 2.6630 3.0252 0.08 0.29 0.24
H -1.8655 1.8800 2.3181 -0.11 -0.05 -0.14
C -2.2255 2.3874 4.3864 -0.16 -0.28 -0.19
H -1.8347 3.1085 5.1085 -0.01 0.07 0.03
C -2.0027 0.9733 4.9152 0.12 0.27 0.20
C -0.5363 0.5539 5.0114 -0.19 -0.25 -0.16
H -0.4896 -0.3637 5.6020 0.07 0.06 0.05
C 0.0932 0.2770 3.6455 0.19 0.19 0.19
H 0.8751 -0.4784 3.7491 -0.02 -0.03 -0.11
H -0.6703 -0.1409 2.9847 -0.01 -0.06 -0.05
H 0.0389 1.3123 5.5435 0.08 0.03 0.14
H -2.4523 0.9088 5.9091 -0.07 -0.06 -0.02
H -2.5297 0.2618 4.2746 -0.04 -0.07 0.00
H -3.3027 2.5548 4.3105 -0.01 0.07 0.06
H -1.9995 3.6008 2.6456 -0.02 -0.06 -0.08
H 0.1915 3.2798 4.0529 0.01 0.07 0.04
H 0.2815 3.4734 2.3115 0.07 0.01 0.09
H 1.7316 1.6590 3.3712 -0.16 -0.04 -0.05
C 2.0325 0.7846 -0.5372 0.35 0.00 0.29
N 0.8910 -0.0173 -0.9073 0.18 0.04 0.02
C -0.0474 0.6611 -1.6302 -0.16 -0.06 -0.01
O -1.1176 0.2147 -1.9935 -0.16 0.02 -0.11
C 0.5080 2.0164 -1.8373 0.50 0.38 0.04
C -0.0173 3.1003 -2.5188 -0.03 -0.17 0.08
C 0.7321 4.2647 -2.5635 -0.11 0.04 -0.06
C 1.9717 4.3385 -1.9413 0.09 -0.01 0.06
C 2.4993 3.2522 -1.2573 0.03 -0.04 0.03
C 1.7559 2.0904 -1.2191 -0.50 0.03 -0.39
H 3.4591 3.3109 -0.7676 0.12 0.03 0.06
H 2.5356 5.2581 -1.9899 0.05 0.08 -0.01
H 0.3494 5.1276 -3.0877 -0.03 0.07 -0.04
H -0.9825 3.0269 -2.9955 -0.11 0.00 -0.06
C 0.7723 -1.4005 -0.5174 0.05 -0.37 0.01
C 1.6612 -2.3235 -1.3557 -0.21 0.23 -0.18
C 1.1089 -2.4506 -2.7773 0.13 -0.07 0.27
N -0.1587 -3.1591 -2.7488 -0.03 0.03 -0.13
C -1.1611 -2.6255 -3.6546 -0.35 -0.10 0.02
C -2.4813 -3.3543 -3.4099 0.10 0.38 -0.12
O -2.3509 -4.7474 -3.5894 -0.04 -0.10 -0.13
C -1.3669 -5.2618 -2.7263 0.36 -0.14 0.09
C -0.0145 -4.5869 -2.9570 -0.30 -0.15 0.08
H 0.7153 -4.9837 -2.2482 0.02 -0.06 -0.02
H 0.3307 -4.8133 -3.9831 0.02 0.01 0.08
H -1.3058 -6.3324 -2.9313 0.03 0.05 0.07
H -1.6698 -5.1052 -1.6794 0.04 -0.05 -0.06
H -3.2413 -3.0238 -4.1193 0.03 0.04 0.07
H -2.8202 -3.1421 -2.3854 0.00 0.02 -0.06
H -1.2980 -1.5647 -3.4391 0.01 -0.04 -0.07
H -0.8663 -2.7526 -4.7117 -0.01 0.01 0.03
H 0.9461 -1.4493 -3.1827 0.02 -0.01 -0.07
H 1.8437 -2.9565 -3.4232 -0.08 0.08 -0.03
H 2.6827 -1.9409 -1.3845 0.10 -0.04 0.07
H 1.6800 -3.3061 -0.8842 0.08 -0.06 0.03
H -0.2696 -1.6910 -0.6748 0.07 0.01 0.14
H 1.0275 -1.4915 0.5438 -0.11 0.02 -0.04
H 2.9799 0.3331 -0.8503 -0.09 0.05 0.08
```
Positions in Å, forces in eV/Å.

## Properties
* F_max: 0.64 eV/Å
* E_HOMO: -8.5 eV
* energy above the lowest of the compared OMol25 structures with the same formula, charge and spin: 3.5 kcal/mol
* HOMO-LUMO gap: 9.12 eV
* SMILES string: O=C(NC1CCCCCC1)[C@@H]1c2ccccc2C(=O)N1CCCN1CCOCC1